# 1
ORCA calculation (ωB97M-V with the def2-TZVPD basis set) on a cluster of 2 separate species, C4H7NO2 in total.

ORCA input file:
```
! wB97M-V def2-TZVPD RIJCOSX def2/J DEFGRID3
* xyz 0 1
O 1.9327 0.5100 1.4323
C 1.7549 -0.2192 0.4864
C 0.9576 0.2052 -0.7332
N 0.3032 1.5094 -0.6275
C -0.9845 0.9154 -0.2059
C -0.4529 -0.4136 -0.7297
O -0.9032 -1.4633 -1.0834
H 2.1605 -1.2501 0.4617
H 1.5460 0.0244 -1.6424
H 0.7388 2.1226 0.0522
H -1.1419 0.8659 0.8834
H -1.8772 1.3258 -0.6865
H -2.0702 -2.0248 1.5620
H -1.9638 -2.1079 0.8305
*
```

Its maximum force is 0.7 eV Å⁻¹. For the LUMO energy, the calculation gives 0.4 eV. The value obtained for the HOMO energy is -9.89 eV. Its SMILES is O=C[C@@H]1NCC1=O.[H][H].

---

# 2
ORCA calculation (ωB97M-V with the def2-TZVPD basis set) on a structure of composition C2H6N3O at a distorted geometry.

ORCA input file:
```
! wB97M-V def2-TZVPD RIJCOSX def2/J DEFGRID3
* xyz 1 3
C 0.8611 0.1943 -0.1448
C -0.2426 -1.4417 0.1573
N 1.9897 -0.1224 -0.4710
N 0.0815 1.1475 0.1382
N -1.1165 1.5429 -0.3902
O -1.2424 -1.0219 -0.4480
H 0.4259 -2.0237 -0.4937
H -0.3346 -1.7139 1.1881
H 2.5102 -0.9795 -0.0918
H 0.3451 1.7248 1.0136
H -1.7164 2.0208 0.3307
H -1.5609 0.6726 -0.7885
*
```

Its maximum force is 6.0 eV Å⁻¹. For the LUMO energy (spin up / spin down), the calculation gives -4.4 / -8.1 eV. The value obtained for the HOMO energy (spin up / spin down) is -13.00 / -14.11 eV.

---

# 3
ORCA calculation (ωB97M-V with the def2-TZVPD basis set) on a structure of composition C15H31BCuF4P2 at a distorted geometry.

ORCA input file:
```
! wB97M-V def2-TZVPD RIJCOSX def2/J DEFGRID3
* xyz 0 2
P 2.6132 0.4659 -0.7332
P -0.2744 -2.4750 -0.7112
C 2.4817 -1.3515 -0.6908
C 1.3052 -1.9793 -1.4943
H 2.5368 -1.7195 0.3477
H 3.4165 -1.6902 -1.1676
H 1.0531 -1.3697 -2.3779
H 1.6880 -2.9337 -1.8977
C 0.1530 -3.9155 0.2996
H -0.7167 -4.2538 0.8797
H 0.9688 -3.6784 0.9968
H 0.4838 -4.7303 -0.3609
C -1.3537 -3.0931 -2.0142
H -1.1000 -4.1396 -2.2290
H -1.2260 -2.4997 -2.9295
H -2.4009 -3.0407 -1.6894
C 3.9875 1.0999 0.2209
H 3.8190 2.1628 0.4488
H 4.9097 1.0006 -0.3711
H 4.0978 0.5512 1.1640
C 2.9216 1.0026 -2.4301
H 2.2679 0.4956 -3.1490
H 3.9710 0.7878 -2.6758
H 2.7618 2.0875 -2.5103
Cu -3.5140 3.1329 0.2877
C -1.2750 -1.3524 0.2629
C -0.8646 -1.3472 1.6660
C 0.4076 -0.7899 2.0061
C 0.3795 0.7730 2.2828
C 1.1171 1.4948 1.2732
C 1.1052 1.2444 -0.1716
C -0.2240 0.8234 -0.9433
C -1.4185 0.1167 -0.3073
C -1.8926 4.1036 0.2038
H -2.2899 -1.7836 0.2080
H -1.6080 -1.5613 2.4369
H 1.0451 -0.9370 1.1173
H 0.8685 -1.3168 2.8627
H -0.6678 1.1143 2.3879
H 0.8755 0.9196 3.2586
H 1.7177 2.3530 1.5862
H 1.3369 2.2433 -0.6115
H 0.0498 0.3002 -1.8809
H -0.6346 1.7813 -1.3071
H -1.8767 0.7480 0.4683
H -2.1841 0.0713 -1.1037
H -2.1101 4.9187 -0.5007
H -1.0365 3.4963 -0.1154
H -1.7368 4.4892 1.2228
F -3.7298 0.7982 2.1473
B -4.8114 1.5899 1.7750
F -4.7822 1.6609 0.2433
F -6.0290 1.1542 2.1901
F -4.5819 2.9770 2.1292
*
```

Its maximum force is 2.5 eV Å⁻¹. For the LUMO energy (spin up / spin down), the calculation gives -0.6 / -0.6 eV. The value obtained for the HOMO energy (spin up / spin down) is -5.76 / -4.72 eV.

---

# 4
ORCA calculation (ωB97M-V with the def2-TZVPD basis set) on a structure of composition C27H29NO4OsP2 at a distorted geometry.

ORCA input file:
```
! wB97M-V def2-TZVPD RIJCOSX def2/J DEFGRID3
* xyz 2 5
C -2.3057 2.6817 -3.5211
C -1.9944 1.4191 -2.9761
C -0.6148 0.9879 -3.1570
C 0.4247 2.0134 -3.0885
C 0.0472 3.3244 -3.4150
C -1.2277 3.5904 -3.7890
C 1.7902 1.7147 -2.9210
C 2.0248 0.3387 -2.6974
C 0.9790 -0.6638 -2.7994
C 1.2896 -1.9969 -2.3207
C 2.6034 -2.4200 -2.5498
C 3.5996 -1.4359 -2.7920
C 3.3523 -0.1106 -2.6892
H -3.3657 2.9163 -3.6968
H 0.8671 4.0706 -3.3757
H -1.5026 4.5334 -4.2558
H 2.3789 2.4533 -2.3175
H 2.8172 -3.4970 -2.4953
H 4.5986 -1.7848 -3.0206
H 4.0941 0.6859 -2.6379
N -0.1875 -0.2926 -3.4234
Os -0.6019 -0.0805 0.8607
C -3.0357 0.5838 -2.2388
H -3.1319 -0.4539 -2.6327
H -4.0441 1.0510 -2.3588
C 0.2521 -2.9121 -1.6814
H -0.6591 -3.0507 -2.3075
H 0.6738 -3.9326 -1.5473
P -2.5179 0.4809 -0.3503
P -0.2464 -2.2068 -0.0179
C 0.9174 -2.8914 1.1834
H 0.5468 -2.5960 2.1704
H 0.9719 -3.9814 1.1258
H 1.9035 -2.4343 1.0697
C -1.7607 -3.1455 0.3019
H -1.5408 -4.2007 0.4679
H -2.2182 -2.7164 1.1959
H -2.4527 -3.0361 -0.5331
C -2.9783 2.1241 0.2676
H -3.8925 2.5642 -0.1302
H -3.0629 2.0229 1.3528
H -2.1577 2.8165 0.0841
C -3.8850 -0.5259 0.2867
H -3.6715 -0.6352 1.3544
H -4.8724 -0.0875 0.1521
H -3.8753 -1.5227 -0.1477
C -1.2943 -0.1029 2.6278
O -1.4240 -0.0800 3.8252
H -0.5982 1.3334 0.1288
O 0.7721 2.3904 2.9588
C 1.3664 1.5007 3.7748
C 1.1029 1.5500 5.1565
C 1.6787 0.6317 6.0054
C 2.5288 -0.3644 5.5011
C 2.7969 -0.4320 4.1328
C 2.2523 0.4938 3.2585
C 2.4037 0.2384 1.7765
O 3.2418 -0.5700 1.3634
O 1.5060 0.9045 1.0471
H 1.0742 2.0754 2.0236
H 0.4053 2.3176 5.5153
H 1.4543 0.6575 7.0775
H 2.9754 -1.1034 6.1553
H 3.4288 -1.2024 3.6831
*
```

Its maximum force is 8.5 eV Å⁻¹. For the LUMO energy (spin up / spin down), the calculation gives -7.9 / -9.5 eV. The value obtained for the HOMO energy (spin up / spin down) is -12.76 / -12.62 eV.

---

# 5
ORCA calculation (ωB97M-V with the def2-TZVPD basis set) on the molecule C22H24O5.

ORCA input file:
```
! wB97M-V def2-TZVPD RIJCOSX def2/J DEFGRID3
* xyz 0 1
C -4.5806 -2.6964 0.8517
C -5.2873 -1.4449 1.3586
C -4.9606 -0.2186 0.5092
O -3.5776 0.1205 0.6265
C -2.7793 -0.1359 -0.4077
O -3.1461 -0.5824 -1.4636
C -1.3461 0.2364 -0.0740
C -1.2279 1.7829 0.0549
C -1.4869 2.3353 -1.3127
C -0.6570 1.9008 -2.2503
C 0.3905 0.9472 -1.7655
C 1.1605 1.5675 -0.6053
C 1.0579 3.0290 -0.2918
C 0.2187 2.0415 0.4611
C -0.3787 -0.2583 -1.1562
C 0.5377 -1.3318 -0.6146
O 0.3400 -1.9578 0.3958
O 1.5868 -1.5373 -1.4170
C 2.5027 -2.5733 -1.0805
C 3.8864 -2.0113 -0.7506
O 4.8752 -2.4679 -1.2711
C 3.9312 -0.8811 0.2036
C 3.1007 -0.8061 1.3207
C 3.1954 0.2754 2.1784
C 4.1028 1.2919 1.9273
C 4.9395 1.2170 0.8247
C 4.8650 0.1304 -0.0252
H -3.5008 -2.5784 0.9110
H -4.8459 -2.8903 -0.1851
H -4.8635 -3.5582 1.4509
H -4.9919 -1.2464 2.3905
H -6.3686 -1.5906 1.3335
H -5.1883 -0.4073 -0.5446
H -5.5201 0.6532 0.8594
H -1.1021 -0.2185 0.8906
H -1.9334 2.1500 0.8011
H -2.3012 3.0192 -1.4847
H -0.7052 2.1825 -3.2884
H 1.0564 0.6100 -2.5593
H 2.0735 1.0539 -0.3431
H 0.5850 3.6918 -0.9982
H 1.8883 3.4721 0.2376
H 0.4370 1.8610 1.5046
H -0.9659 -0.7307 -1.9552
H 2.1156 -3.1383 -0.2227
H 2.5904 -3.2347 -1.9471
H 2.3934 -1.5919 1.5351
H 2.5552 0.3239 3.0465
H 4.1629 2.1388 2.5948
H 5.6532 2.0037 0.6315
H 5.5132 0.0525 -0.8850
*
```

Its maximum force is 0.6 eV Å⁻¹. For the LUMO energy, the calculation gives 0.3 eV. The value obtained for the HOMO energy is -9.52 eV. Its SMILES is CCCOC(=O)[C@@H]1[C@@H]2C=C[C@@H]([C@H]3C[C@@H]23)[C@H]1C(=O)OCC(=O)c1ccccc1.

---

# 6
ORCA calculation (ωB97M-V with the def2-TZVPD basis set) on a cluster of 7 separate species, C51H83NO11 in total at a distorted geometry.

ORCA input file:
```
! wB97M-V def2-TZVPD RIJCOSX def2/J DEFGRID3
* xyz 0 1
C -7.0243 -0.2421 -1.8993
C -6.3151 1.0750 -1.5814
O -6.5728 2.0239 -2.5931
C -5.7154 3.1583 -2.5197
C -5.5542 3.7524 -3.9102
C -4.5241 2.9809 -4.7722
C -5.1478 1.9353 -5.7117
C -5.0769 0.4834 -5.2125
C -3.6431 0.0590 -5.0304
C -2.9180 -0.3450 -6.1578
C -1.5867 -0.7461 -6.0476
C -1.0101 -0.7093 -4.7900
C -1.7054 -0.2940 -3.6750
C -3.0321 0.0839 -3.7738
C -0.8049 -0.3461 -2.4919
O -1.0119 0.0240 -1.3769
N 0.4005 -0.8781 -2.9652
C 1.1864 -1.7740 -2.1346
C 0.5912 -3.1907 -2.0596
O 0.8046 -3.8334 -0.8311
C 2.1659 -3.9446 -0.4999
C 2.3875 -4.9715 0.5964
O 1.4422 -4.8519 1.6560
C 1.9518 -4.1751 2.7473
C 1.8988 -2.7853 2.7759
C 2.4341 -2.0780 3.8491
C 3.0386 -2.7287 4.9313
C 3.6342 -1.9018 6.0695
C 2.4772 -1.8069 7.1222
C 4.7886 -2.6056 6.8155
C 3.9892 -0.4651 5.6911
C 5.0275 -0.1943 4.5600
C 4.4006 0.7105 3.4632
C 5.6592 -1.4167 3.8602
C 6.1755 0.6618 5.1636
C 3.0433 -4.1212 4.8989
C 2.5086 -4.8413 3.8271
C 0.3696 -1.0752 -4.3529
O 1.2869 -1.4555 -5.0150
H -6.3123 -1.0638 -1.9377
H -7.7840 -0.4817 -1.1620
H -7.4647 -0.1827 -2.8909
H -5.2455 0.8860 -1.4484
H -6.6849 1.4734 -0.6281
H -4.7401 2.9001 -2.0986
H -6.1963 3.8983 -1.8752
H -6.5271 3.7327 -4.3974
H -5.2252 4.7840 -3.7968
H -3.7931 2.5516 -4.0894
H -3.9793 3.7086 -5.3728
H -4.6374 1.9888 -6.6755
H -6.1833 2.2158 -5.8966
H -5.5087 -0.1599 -5.9745
H -5.6376 0.3738 -4.2902
H -3.3786 -0.3493 -7.1349
H -0.9903 -1.0634 -6.8911
H -3.5858 0.3910 -2.8972
H 1.3568 -1.3622 -1.1454
H 2.1684 -1.8459 -2.5982
H 1.0013 -3.7824 -2.8868
H -0.4854 -3.1539 -2.2239
H 2.7493 -4.2569 -1.3768
H 2.5935 -2.9896 -0.1751
H 2.3243 -5.9699 0.1683
H 3.3899 -4.7975 0.9875
H 1.4489 -2.2740 1.9363
H 2.3634 -1.0027 3.7972
H 2.6901 -0.9620 7.7779
H 2.4918 -2.6920 7.7547
H 1.5115 -1.6814 6.6428
H 4.6800 -3.6821 6.8316
H 4.7453 -2.2759 7.8540
H 5.7548 -2.2878 6.4342
H 4.3408 0.0128 6.6068
H 3.0597 0.0503 5.4543
H 3.5581 1.2898 3.8392
H 4.0851 0.1474 2.5875
H 5.1441 1.4344 3.1291
H 5.1576 -1.6149 2.9139
H 5.6319 -2.3480 4.4165
H 6.6937 -1.2048 3.5975
H 6.5889 0.1628 6.0387
H 5.7545 1.6348 5.4075
H 6.9192 0.7846 4.3832
H 3.4620 -4.6965 5.7110
H 2.5507 -5.9217 3.8409
C 7.4775 4.1378 4.5398
C 8.6377 3.4164 3.8948
C 9.8215 4.2661 3.5067
O 8.6257 2.2210 3.6966
H 6.6884 3.4309 4.7723
H 7.8054 4.6203 5.4619
H 7.0857 4.8941 3.8578
H 10.2374 4.7518 4.3839
H 9.5107 5.0247 2.7851
H 10.5870 3.6411 3.0570
C 14.5267 6.4354 3.4675
C 13.0638 6.4075 3.8380
C 12.3951 7.7397 4.0806
O 12.4545 5.3674 3.9358
H 14.8820 5.4180 3.3216
H 14.6683 6.9979 2.5434
H 15.1053 6.9036 4.2652
H 12.4503 8.3549 3.1813
H 12.8873 8.2612 4.9028
H 11.3501 7.5804 4.3372
C 0.7521 2.7069 -0.9786
C 0.3643 3.8741 -0.1068
C -0.8432 4.6722 -0.5411
O 0.9839 4.1602 0.8917
H 1.6295 2.2190 -0.5588
H -0.0652 1.9868 -1.0207
H 0.9874 3.0552 -1.9866
H -1.7242 4.0289 -0.5721
H -0.6740 5.0974 -1.5318
H -1.0175 5.4796 0.1666
C -7.8797 -4.0190 -6.0278
C -6.5983 -3.3963 -5.5398
C -5.3333 -4.1918 -5.7464
O -6.5784 -2.3103 -5.0049
H -8.7103 -3.3471 -5.8188
H -7.8262 -4.1916 -7.1047
H -8.0459 -4.9640 -5.5100
H -5.1753 -4.3737 -6.8112
H -5.4107 -5.1461 -5.2237
H -4.4857 -3.6335 -5.3520
C -6.5136 -8.7248 -3.5657
C -7.5650 -7.7651 -4.0638
C -8.9282 -8.3375 -4.3635
O -7.3258 -6.5881 -4.2159
H -5.5852 -8.1867 -3.3893
H -6.8404 -9.1852 -2.6323
H -6.3377 -9.5045 -4.3084
H -9.3528 -8.7822 -3.4625
H -8.8502 -9.1013 -5.1385
H -9.5869 -7.5449 -4.7115
C -9.6064 3.8476 0.4071
C -8.3955 4.7476 0.4520
C -8.1047 5.4410 1.7612
O -7.6909 4.9036 -0.5178
H -9.6971 3.4142 -0.5865
H -9.5022 3.0439 1.1379
H -10.5074 4.4211 0.6300
H -7.9394 4.7024 2.5470
H -8.9437 6.0803 2.0400
H -7.2119 6.0530 1.6561
*
```

Its maximum force is 1.5 eV Å⁻¹. For the LUMO energy, the calculation gives 0.0 eV. The value obtained for the HOMO energy is -8.41 eV. Its SMILES is CCOCCCCCc1ccc2c(c1)C(=O)N(CCOCCOc1ccc(C(C)(C)CC(C)(C)C)cc1)C2=O.CC(C)=O.CC(C)=O.CC(C)=O.CC(C)=O.CC(C)=O.CC(C)=O.

---

# 7
ORCA calculation (ωB97M-V with the def2-TZVPD basis set) on a cluster of 11 separate species, C6H35NO10S in total at a distorted geometry.

ORCA input file:
```
! wB97M-V def2-TZVPD RIJCOSX def2/J DEFGRID3
* xyz 0 1
C -1.2485 3.3270 -0.4785
C -1.1135 1.8310 -0.3504
N 0.2102 1.3377 -0.8642
C 0.2214 1.1988 -2.3509
C 0.6407 0.0728 -0.2642
C 0.3319 -0.2070 1.2004
C 0.8581 0.9413 2.1247
S 1.9943 0.3050 3.4030
H -1.4626 3.7685 -1.4685
H -2.2528 3.7032 -0.1330
H -0.5220 3.9360 0.0170
H -1.9300 1.2092 -0.7188
H -1.2118 1.6006 0.7223
H 1.2104 1.5043 -2.6835
H -0.1077 0.2060 -2.6062
H -0.6487 1.7110 -2.8135
H 1.7575 -0.0209 -0.5082
H 0.3137 -0.7800 -0.9034
H -0.7449 -0.2432 1.3278
H 0.9377 -1.0810 1.4149
H 1.5764 1.4619 1.4665
H 0.1153 1.6390 2.5161
H 3.1667 0.7261 2.9103
O 1.8596 3.8054 -0.6617
H 1.4855 4.0334 0.1906
H 1.1972 3.2573 -1.1276
O 2.6514 -0.6880 -3.4997
H 2.6295 -1.6322 -3.3190
H 3.0906 -0.2963 -2.7357
O 1.5832 -3.0891 -1.0255
H 1.2401 -3.8853 -1.4578
H 1.2959 -3.2037 -0.1052
O 0.8124 -3.8913 1.8947
H 0.0064 -3.9400 1.3458
H 0.7711 -3.0807 2.4123
O -3.1916 1.4457 2.4201
H -3.4021 0.7803 3.0833
H -2.5054 2.0030 2.7969
O 3.6733 1.7356 -1.1701
H 3.4378 2.6818 -1.0683
H 2.8572 1.4664 -0.7134
O -1.0226 -3.0946 0.1877
H -1.8605 -3.5745 0.2095
H -1.1333 -2.2636 0.6956
O -3.1214 -0.8830 0.7545
H -3.6443 -0.6269 -0.0647
H -3.0740 0.0750 0.9464
O -3.8027 -0.3219 -1.7186
H -4.5919 -0.8748 -1.7356
H -3.1353 -0.8647 -2.1733
O -2.3369 -2.5667 -2.0518
H -2.2166 -2.6456 -3.0020
H -1.5385 -2.5772 -1.4969
*
```

Its maximum force is 3.5 eV Å⁻¹. For the LUMO energy, the calculation gives 0.0 eV. The value obtained for the HOMO energy is -8.95 eV. Its SMILES is CCN(C)CCCS.O.O.O.O.O.O.O.O.O.O.

---

# 8
ORCA calculation (ωB97M-V with the def2-TZVPD basis set) on the molecule C4H6OS at a distorted geometry.

ORCA input file:
```
! wB97M-V def2-TZVPD RIJCOSX def2/J DEFGRID3
* xyz 0 3
C -1.1680 -0.6928 0.6548
C -0.1716 0.2515 1.2069
C -0.0051 -0.2715 -0.1946
C 0.2404 0.4151 -1.5303
O 2.5663 0.1121 1.0954
S 1.3987 -0.8234 1.1906
H -1.2142 -1.7559 1.0046
H -2.1198 -0.2118 0.3122
H -0.2389 1.1241 1.9033
H 0.5202 1.5462 -1.4621
H -0.8387 0.3544 -1.9801
H 1.0307 -0.0479 -2.2007
*
```

Its maximum force is 5.1 eV Å⁻¹. For the LUMO energy (spin up / spin down), the calculation gives 0.9 / -2.2 eV. The value obtained for the HOMO energy (spin up / spin down) is -5.44 / -9.41 eV.